Record 1
{"formula": "C33H49As3N6ReS", "method": "ωB97M-V/def2-TZVPD", "e_lumo_ev": [-10.8, -13.1], "homo_energy_ha": [-0.63332, -0.63327], "multiplicity": 4, "s_squared": 3.779, "e_above_lowest_kcal_mol": 0.0, "charge": 4, "energy_ha": -8797.846904, "species": ["Re", "C", "N", "C", "C", "C", "C", "C", "C", "N", "C", "C", "C", "C", "C", "C", "N", "C", "C", "C", "C", "C", "N", "H", "H", "H", "H", "H", "H", "H", "H", "H", "H", "H", "H", "H", "H", "H", "H", "H", "H", "C", "As", "C", "C", "C", "C", "C", "As", "C", "C", "C", "As", "C", "C", "H", "H", "H", "H", "H", "H", "H", "H", "H", "H", "H", "H", "H", "H", "H", "H", "H", "H", "H", "H", "H", "H", "H", "H", "H", "H", "H", "S", "C", "N", "C", "C", "C", "N", "H", "H", "H", "H"], "xyz": [[-0.218, 1.182, -0.540], [2.587, 1.458, -1.668], [1.263, 2.135, -1.814], [1.438, 3.589, -1.499], [1.152, 3.861, -0.058], [1.606, 5.015, 0.546], [1.195, 5.315, 1.835], [0.336, 4.435, 2.478], [-0.055, 3.289, 1.825], [0.340, 2.979, 0.571], [0.652, 2.010, -3.172], [-0.747, 2.583, -3.067], [-1.377, 3.273, -4.079], [-2.619, 3.855, -3.831], [-3.184, 3.749, -2.568], [-2.511, 3.035, -1.596], [-1.325, 2.447, -1.843], [2.442, 0.047, -1.207], [3.428, -0.887, -1.440], [3.338, -2.138, -0.852], [2.247, -2.417, -0.041], [1.288, -1.449, 0.135], [1.360, -0.223, -0.433], [3.127, 1.979, -0.870], [3.153, 1.543, -2.598], [0.745, 4.172, -2.108], [2.445, 3.897, -1.781], [2.267, 5.678, 0.004], [1.534, 6.218, 2.325], [-0.018, 4.624, 3.481], [-0.705, 2.589, 2.319], [0.655, 0.955, -3.449], [1.246, 2.550, -3.914], [-0.896, 3.383, -5.042], [-3.126, 4.407, -4.613], [-4.131, 4.215, -2.332], [-2.911, 2.921, -0.597], [4.273, -0.624, -2.064], [4.106, -2.882, -1.023], [2.114, -3.374, 0.445], [0.426, -1.662, 0.743], [-3.299, -0.011, -2.466], [-1.597, -0.658, -1.813], [-0.750, -1.276, -3.444], [-1.890, -2.353, -0.906], [-2.695, -2.416, 0.399], [-4.094, -1.824, 0.239], [-1.964, -1.751, 1.568], [-1.429, 0.130, 1.558], [-3.016, 1.116, 2.088], [-0.276, 0.098, 3.118], [-2.809, -3.917, 0.767], [-1.073, -4.896, 0.891], [-1.661, -6.287, 2.118], [-1.197, -5.916, -0.773], [-3.888, -0.882, -2.754], [-3.124, 0.605, -3.348], [-3.846, 0.554, -1.718], [-1.423, -2.019, -3.874], [0.209, -1.745, -3.224], [-0.628, -0.472, -4.166], [-0.896, -2.789, -0.773], [-2.395, -2.953, -1.670], [-4.084, -0.737, 0.111], [-4.697, -2.040, 1.123], [-4.614, -2.260, -0.615], [-1.060, -2.311, 1.818], [-2.599, -1.790, 2.459], [-3.568, 0.479, 2.780], [-3.652, 1.340, 1.234], [-2.747, 2.038, 2.598], [-0.918, -0.134, 3.968], [0.261, 1.027, 3.281], [0.460, -0.694, 2.986], [-3.465, -4.414, 0.050], [-3.294, -3.995, 1.743], [-1.799, -5.868, 3.113], [-0.883, -7.046, 2.168], [-2.587, -6.748, 1.780], [-0.901, -5.312, -1.632], [-2.201, -6.306, -0.929], [-0.507, -6.757, -0.705], [2.911, 1.692, 1.889], [4.256, 0.812, 2.457], [5.003, 1.353, 3.464], [6.093, 0.760, 3.992], [6.479, -0.452, 3.499], [5.691, -0.975, 2.470], [4.622, -0.379, 1.960], [4.706, 2.256, 3.812], [6.602, 1.293, 4.783], [7.343, -0.970, 3.883], [5.952, -1.935, 2.038]], "forces_ev_per_angstrom": [[0.3305, -0.1297, 0.1120], [-0.0339, -0.0184, -0.0726], [-0.0544, 0.1333, -0.0001], [0.0412, -0.0309, 0.0115], [-0.0062, -0.0145, -0.0225], [-0.0096, -0.0053, 0.0060], [0.0062, -0.0064, -0.0003], [0.0060, -0.0125, 0.0031], [0.0080, -0.0038, 0.0208], [-0.0846, 0.1304, 0.0304], [-0.0283, 0.0158, 0.0033], [0.0395, -0.0379, 0.0564], [0.0157, -0.0053, -0.0098], [-0.0063, 0.0071, -0.0062], [0.0034, -0.0099, 0.0231], [-0.0092, -0.0095, -0.0506], [-0.1007, 0.1632, -0.0071], [-0.0256, 0.0601, 0.0055], [0.0088, 0.0172, 0.0169], [0.0055, -0.0090, 0.0079], [-0.0099, 0.0040, -0.0002], [-0.0247, 0.0239, 0.0544], [0.0926, -0.2572, -0.1112], [0.0087, -0.0077, 0.0107], [0.0018, -0.0181, 0.0038], [-0.0029, 0.0029, 0.0007], [-0.0021, 0.0152, 0.0218], [0.0008, -0.0024, -0.0030], [-0.0041, 0.0045, -0.0048], [-0.0103, 0.0038, -0.0028], [-0.0086, 0.0154, -0.0071], [0.0015, -0.0038, -0.0314], [-0.0148, 0.0265, 0.0078], [-0.0024, -0.0048, -0.0041], [0.0020, -0.0020, -0.0051], [0.0001, 0.0042, -0.0041], [0.0037, 0.0134, 0.0032], [-0.0025, -0.0044, -0.0098], [0.0005, -0.0002, -0.0064], [0.0126, -0.0025, 0.0037], [-0.0188, 0.0093, 0.0052], [0.0203, -0.0187, -0.0319], [0.0045, -0.0143, 0.0034], [0.0094, -0.0554, 0.0587], [-0.0575, 0.0203, -0.0188], [0.0839, -0.0369, 0.0278], [-0.0418, -0.0080, -0.0028], [-0.0122, 0.0245, 0.0046], [-0.0372, 0.0878, 0.0081], [0.0245, -0.0092, 0.0082], [-0.0390, -0.0304, -0.0056], [-0.0088, 0.1248, 0.0235], [-0.1438, -0.0931, -0.0577], [0.0702, 0.0066, 0.0631], [0.0820, 0.0051, -0.0242], [-0.0149, 0.0116, -0.0192], [-0.0035, 0.0085, 0.0096], [-0.0017, -0.0168, 0.0160], [0.0340, -0.0255, -0.0089], [0.0111, 0.0175, -0.0104], [-0.0382, 0.0020, -0.0195], [-0.0041, -0.0071, -0.0065], [-0.0167, 0.0073, 0.0075], [0.0243, 0.0053, -0.0142], [0.0055, 0.0084, 0.0060], [0.0043, -0.0105, 0.0016], [0.0054, 0.0058, -0.0015], [-0.0095, -0.0094, -0.0064], [-0.0168, 0.0259, 0.0125], [-0.0014, -0.0242, -0.0050], [-0.0192, 0.0059, -0.0094], [0.0364, 0.0004, 0.0230], [-0.0042, 0.0059, -0.0112], [-0.0126, -0.0161, -0.0051], [0.0294, -0.0282, -0.0141], [-0.0084, -0.0191, -0.0038], [-0.0037, -0.0149, 0.0055], [-0.0119, -0.0094, 0.0173], [-0.0023, 0.0276, -0.0336], [-0.0168, -0.0050, -0.0113], [-0.0106, 0.0117, 0.0369], [0.0099, 0.0072, -0.0155], [-0.0658, -0.0372, -0.0220], [0.0406, -0.0024, -0.0221], [-0.0139, 0.0419, 0.0039], [-0.0136, -0.0235, -0.0277], [-0.0168, 0.0423, 0.0140], [0.0350, -0.0325, 0.0015], [-0.0170, 0.0070, -0.0051], [0.0050, -0.0021, 0.0109], [0.0094, -0.0134, 0.0040], [-0.0003, -0.0034, -0.0012], [-0.0098, 0.0013, -0.0016]]}

***

Record 2
{"formula": "C24H19AsCr", "method": "ωB97M-V/def2-TZVPD", "e_lumo_ev": [-8.0, -7.4], "homo_energy_ha": [-0.53538, -0.53730], "multiplicity": 5, "s_squared": 6.084, "charge": 2, "energy_ha": -4205.612918, "species": ["Cr", "C", "C", "C", "C", "C", "C", "H", "H", "H", "H", "H", "H", "C", "C", "C", "C", "C", "C", "As", "C", "C", "C", "C", "C", "C", "C", "C", "C", "C", "C", "C", "H", "H", "H", "H", "H", "H", "H", "H", "H", "H", "H", "H", "H"], "xyz": [[-0.695, -0.062, -1.840], [-1.130, 0.278, -4.220], [-2.024, -0.723, -3.808], [-1.535, -1.899, -3.230], [-0.149, -2.063, -3.061], [0.745, -1.083, -3.518], [0.256, 0.085, -4.107], [-1.517, 1.195, -4.647], [-3.091, -0.574, -3.911], [-2.222, -2.661, -2.885], [0.227, -2.958, -2.583], [1.810, -1.225, -3.385], [0.937, 0.856, -4.445], [4.901, 0.201, 0.852], [4.416, -1.088, 0.675], [3.053, -1.300, 0.542], [2.186, -0.213, 0.605], [2.666, 1.082, 0.784], [4.031, 1.283, 0.904], [0.300, -0.529, 0.417], [-0.642, -1.001, 2.017], [-0.461, -2.121, 2.807], [-1.236, -2.256, 3.952], [-2.174, -1.286, 4.279], [-2.354, -0.168, 3.476], [-1.585, -0.007, 2.331], [-1.660, 1.125, 1.387], [-2.594, 2.151, 1.399], [-2.590, 3.121, 0.398], [-1.672, 3.074, -0.635], [-0.711, 2.058, -0.669], [-0.684, 1.118, 0.371], [5.965, 0.364, 0.955], [5.098, -1.926, 0.643], [2.668, -2.304, 0.403], [1.982, 1.919, 0.852], [4.415, 2.283, 1.052], [0.274, -2.874, 2.550], [-1.103, -3.120, 4.589], [-2.772, -1.399, 5.173], [-3.082, 0.582, 3.754], [-3.341, 2.201, 2.179], [-3.317, 3.921, 0.426], [-1.674, 3.836, -1.403], [0.084, 2.103, -1.424]], "forces_ev_per_angstrom": [[-0.0671, -0.3082, 0.2190], [-0.0553, 0.0432, 0.0357], [-0.0605, -0.0114, 0.0971], [0.0305, 0.1073, 0.0207], [-0.1939, -0.0319, 0.0728], [0.0622, 0.0992, -0.0232], [0.0253, 0.0373, 0.0089], [0.0242, -0.0049, -0.0271], [0.0119, -0.0034, -0.0513], [0.0302, -0.0318, -0.0352], [0.0215, 0.0060, -0.0228], [0.0028, -0.0025, -0.0480], [0.0143, -0.0290, -0.0370], [0.0222, 0.0127, 0.0010], [-0.0042, 0.0119, 0.0026], [-0.1381, -0.0414, -0.0455], [-0.0530, 0.0633, 0.0721], [-0.1443, -0.0315, 0.0385], [0.0329, -0.0215, 0.0023], [0.1615, 0.0608, -0.0970], [-0.0643, 0.1268, 0.0075], [0.0676, -0.0179, -0.0679], [-0.0161, 0.0279, -0.0008], [0.0154, -0.0170, -0.0077], [-0.0050, 0.0699, -0.0459], [0.1124, -0.1829, 0.0067], [-0.0044, 0.0429, -0.0308], [0.0196, -0.0162, -0.0222], [0.0126, -0.0307, 0.0158], [0.0246, 0.0349, -0.2713], [0.0183, -0.0858, 0.0372], [-0.0594, -0.0145, -0.1011], [0.0069, 0.0014, 0.0004], [0.0017, -0.0044, -0.0010], [0.0675, -0.0139, 0.0044], [0.0382, 0.0258, 0.0051], [0.0083, 0.0047, -0.0007], [-0.0194, -0.0095, 0.0334], [-0.0059, -0.0009, 0.0091], [0.0008, -0.0023, 0.0032], [-0.0152, -0.0161, 0.0261], [-0.0048, -0.0067, 0.0127], [-0.0152, 0.0002, 0.0136], [-0.0163, 0.0120, 0.0146], [0.1090, 0.1483, 0.1759]]}

***

Record 3
{"formula": "C8H12BO5SSn", "method": "ωB97M-V/def2-TZVPD", "e_lumo_ev": 1.0, "homo_energy_ha": -0.14903, "e_above_lowest_kcal_mol": 8.3, "charge": -1, "energy_ha": -1325.454136, "species": ["Sn", "B", "H", "H", "H", "H", "C", "C", "C", "O", "C", "C", "C", "O", "O", "O", "H", "H", "C", "S", "O", "C", "H", "H", "H", "H", "H", "H"], "xyz": [[-23.166, 18.152, 20.204], [-21.080, 19.766, 18.835], [-20.314, 20.510, 18.459], [-21.898, 19.549, 18.073], [-20.554, 18.805, 19.159], [-21.474, 20.190, 19.826], [-22.708, 15.683, 24.182], [-23.635, 15.291, 25.108], [-25.143, 15.497, 24.994], [-26.028, 14.885, 25.636], [-25.610, 16.278, 23.970], [-24.692, 16.857, 23.008], [-23.179, 16.300, 22.944], [-22.469, 16.727, 22.027], [-24.976, 17.829, 22.279], [-23.108, 14.852, 26.198], [-21.638, 15.641, 24.313], [-26.680, 16.297, 23.816], [-27.222, 17.125, 17.539], [-26.959, 16.343, 19.174], [-25.513, 16.575, 19.555], [-28.098, 17.173, 20.300], [-27.568, 18.140, 17.737], [-27.910, 16.595, 16.883], [-26.284, 17.152, 16.987], [-29.114, 16.885, 20.031], [-28.004, 18.241, 20.093], [-27.833, 16.917, 21.323]], "forces_ev_per_angstrom": [[-0.1125, -1.0724, 2.0464], [-0.1191, -0.3222, 0.1146], [1.3905, 1.3248, -0.7670], [-1.7514, -0.3840, -1.3461], [0.9429, -2.2042, 0.4822], [-1.4181, 0.8962, 2.0898], [-0.5277, 2.2335, -6.0385], [1.6244, -1.4731, 5.5866], [-1.8429, -2.1761, -0.0045], [1.7209, -0.1019, 0.9715], [1.9248, 2.0573, -3.3939], [-0.2737, -1.5093, 2.0337], [-2.1480, -0.2141, 5.1968], [1.5680, 1.5320, -3.5559], [0.6404, 0.6046, -1.9704], [-2.1324, 0.5174, -1.7758], [-0.0381, -0.4339, 0.2814], [-0.0176, 0.5458, 0.0720], [-0.2004, 0.8334, 0.4994], [0.8691, -2.2366, -0.2991], [-0.6261, 0.7775, -0.2496], [0.3706, 1.1179, -1.0735], [0.0077, 0.1019, -0.3750], [-0.3130, -0.1817, 0.5180], [0.2547, -0.0210, 0.4939], [0.0759, -0.3084, 0.0541], [0.0098, 0.1419, 0.5223], [0.1214, -0.0450, -0.1133]]}